ORCA calculation (ωB97M-V with the def2-TZVPD basis set) on a molecular structure, C64H158AlB3N10O28 in a non-equilibrium geometry.

Computed properties:
LUMO level, hartree: -0.283
Largest force on an atom, Eh/bohr: 0.0992
HOMO energy, hartree: -0.3123
Kohn-Sham gap, Ha: 0.0294
E, Ha: -5503.39669

```
! wB97M-V def2-TZVPD RIJCOSX def2/J DEFGRID3
* xyz 0 1
Al -3.5205 0.6981 -16.2695
B -0.3061 3.3168 -13.7125
H -1.2744 3.7873 -13.6405
H 0.4448 3.9415 -13.2539
H -0.3478 2.3397 -13.2568
H -0.1280 3.2839 -14.7762
B -6.0346 -3.2777 -15.6029
H -6.5548 -4.1876 -15.3463
H -6.1159 -2.5131 -14.8460
H -4.9806 -3.4759 -15.7216
H -6.4197 -2.8620 -16.5211
O -6.1189 0.4834 -10.1666
C -6.9767 0.5371 -9.2450
O -7.5169 -0.5204 -8.5715
B -8.3797 0.0271 -7.5717
O -8.3368 1.5279 -7.6597
C -7.5343 1.8780 -8.6974
O -7.2422 2.9803 -9.1282
O -7.9678 -0.4754 -6.2402
C -8.9249 -1.2853 -5.7530
O -8.8786 -1.9370 -4.7451
C -10.0865 -1.3157 -6.7315
O -9.7566 -0.5191 -7.7338
O -11.0845 -2.0369 -6.5566
C -4.2993 9.3313 -19.9078
O -4.3664 8.0552 -19.1787
C -3.6026 8.0538 -17.9932
C -3.5485 6.6362 -17.3728
N -4.8190 5.9249 -17.3296
C -5.6620 6.4524 -16.2330
C -6.9746 5.6687 -16.0334
O -6.8213 4.2275 -15.9428
C -8.0646 3.6553 -15.6042
H -3.3271 9.8169 -19.8234
H -4.8872 10.0868 -19.3866
H -4.4960 9.3981 -20.9779
H -4.2169 8.6860 -17.3520
H -2.6011 8.4357 -18.1914
H -3.0663 6.6959 -16.3971
H -2.9056 6.0000 -17.9811
H -5.2308 6.3916 -18.1251
H -5.9189 7.5030 -16.3681
H -5.0955 6.3378 -15.3089
H -7.6441 5.9916 -16.8307
H -7.4278 6.1157 -15.1486
H -8.1236 2.5695 -15.6794
H -8.8713 3.9656 -16.2683
H -8.3248 3.9794 -14.5965
C 0.3310 7.7964 -8.7037
O 0.7177 8.8856 -7.9039
C 2.1245 8.9183 -7.7744
C 2.4383 9.9081 -6.6523
N 3.8777 9.9639 -6.3089
C 4.3313 8.7250 -5.7432
C 5.8018 8.9413 -5.3046
O 5.9579 9.6870 -4.0767
C 7.2531 9.7352 -3.6145
H 0.5601 6.8267 -8.2619
H 0.6957 7.8042 -9.7308
H -0.7482 7.9494 -8.7007
H 2.4335 9.2780 -8.7559
H 2.5807 7.9438 -7.6004
H 1.8680 9.7364 -5.7394
H 2.1662 10.9403 -6.8728
H 4.1133 10.7954 -5.7863
H 4.3988 7.9024 -6.4552
H 3.7320 8.4143 -4.8873
H 6.3845 9.2769 -6.1624
H 6.1913 7.9353 -5.1486
H 7.3810 10.4384 -2.7915
H 7.7615 10.1484 -4.4856
H 7.5607 8.7082 -3.4176
C -3.5979 -5.2886 -6.4566
O -3.2444 -6.2513 -5.4565
C -3.6118 -5.8439 -4.1439
C -2.8491 -4.6062 -3.6361
N -1.3491 -4.7959 -3.5985
C -0.7212 -3.5221 -3.2738
C 0.7559 -3.6222 -3.6733
O 0.8546 -4.1653 -5.0369
C 0.3994 -3.4215 -6.1088
H -2.7410 -4.6345 -6.6178
H -4.4970 -4.7357 -6.1846
H -3.7647 -5.8716 -7.3624
H -3.4476 -6.6996 -3.4889
H -4.6719 -5.5915 -4.1216
H -3.1967 -4.3414 -2.6375
H -3.1157 -3.7802 -4.2954
H -0.9583 -5.1339 -4.4664
H -0.9031 -3.3783 -2.2087
H -1.1325 -2.6928 -3.8492
H 1.1978 -4.3016 -2.9444
H 1.2260 -2.6389 -3.6577
H -0.6898 -3.3822 -6.1219
H 0.7257 -3.9101 -7.0269
H 0.7788 -2.4025 -6.0335
C -3.4439 7.5448 -1.2423
O -3.8724 6.1664 -1.2279
C -4.9209 5.8697 -2.1910
C -5.4831 4.5072 -1.9525
N -6.2018 4.5064 -0.6796
C -6.9271 3.2924 -0.4867
C -6.0427 2.1185 -0.2004
O -5.3403 2.4157 0.9884
C -4.6199 1.3298 1.4594
H -4.1493 8.3724 -1.3179
H -2.8374 7.6103 -2.1456
H -2.7947 7.7727 -0.3969
H -4.5406 5.9398 -3.2101
H -5.6169 6.6978 -2.0568
H -4.6450 3.8216 -2.0774
H -6.2214 4.3376 -2.7362
H -5.5320 4.6052 0.0699
H -7.6145 3.1036 -1.3113
H -7.6284 3.3880 0.3422
H -5.3262 1.8702 -0.9834
H -6.7197 1.3211 0.1061
H -3.9467 1.6264 2.2637
H -4.1151 0.7215 0.7089
H -5.3400 0.7377 2.0241
C -2.9698 16.6218 -6.6163
O -3.9760 15.8985 -7.3417
C -3.9184 14.4903 -7.0556
C -5.0910 13.7547 -7.7357
N -5.0251 12.2992 -7.3166
C -6.2271 11.5748 -7.6040
C -7.3770 12.0064 -6.7591
O -8.0784 13.0858 -7.2991
C -9.0966 13.5548 -6.4378
H -3.0865 17.7052 -6.5880
H -1.9061 16.4109 -6.7269
H -3.2290 16.4555 -5.5707
H -3.9638 14.2688 -5.9893
H -3.0654 13.9970 -7.5217
H -4.8383 13.8699 -8.7897
H -6.0113 14.2539 -7.4325
H -4.2544 11.7893 -7.7242
H -6.0073 10.5508 -7.3020
H -6.4243 11.6495 -8.6734
H -7.1156 12.1347 -5.7088
H -8.0449 11.1475 -6.6938
H -9.8081 12.7720 -6.1749
H -9.7487 14.3005 -6.8925
H -8.7100 14.1370 -5.6014
C -1.2788 1.8914 -20.2757
O -0.5577 1.3808 -19.1243
C 0.8319 1.0039 -19.5422
C 1.6157 0.6811 -18.2099
N 0.9732 -0.4040 -17.4493
C 1.6887 -0.6476 -16.1859
C 0.9942 -1.7595 -15.3722
O -0.3062 -1.4631 -14.9617
C -0.8932 -2.5536 -14.2747
H -1.6048 1.0415 -20.8754
H -0.7208 2.6742 -20.7894
H -2.2233 2.3301 -19.9537
H 1.3296 1.8483 -20.0190
H 0.7822 0.2044 -20.2814
H 1.7997 1.5286 -17.5496
H 2.6030 0.3284 -18.5080
H 1.2078 -1.2107 -18.0099
H 1.7677 0.2979 -15.6492
H 2.7095 -1.0189 -16.2764
H 1.5327 -1.8487 -14.4287
H 1.0047 -2.6996 -15.9237
H -1.1488 -3.3285 -14.9975
H -1.7869 -2.1385 -13.8087
H -0.2501 -2.9728 -13.5009
C 3.3943 -0.1544 0.6265
O 2.4135 0.5501 -0.1104
C 2.0842 1.7753 0.4767
C 0.8868 2.3247 -0.3249
N 1.2278 3.4532 -1.2327
C 1.9897 3.0170 -2.3661
C 1.0536 3.0701 -3.6266
O 0.1272 2.0222 -3.5897
C -0.6852 1.8889 -4.7505
H 3.4152 -1.2124 0.3652
H 3.2224 -0.0752 1.7000
H 4.3568 0.3266 0.4524
H 2.8981 2.5000 0.5009
H 1.6871 1.6052 1.4774
H 0.0795 2.6197 0.3455
H 0.4687 1.4832 -0.8772
H 0.4002 3.9895 -1.4509
H 2.6176 2.1403 -2.2073
H 2.7285 3.7577 -2.6720
H 1.6147 3.1259 -4.5594
H 0.5560 4.0390 -3.6688
H -0.0495 1.8022 -5.6317
H -1.2383 2.8256 -4.8202
H -1.3535 1.0289 -4.7078
C -15.7856 6.7506 4.0656
O -14.6129 6.6598 3.2430
C -14.2780 7.9943 2.7253
C -13.0459 8.0190 1.8761
N -13.3041 7.5210 0.5426
C -12.1497 7.1824 -0.2184
C -12.4893 6.4361 -1.5185
O -13.0487 5.1676 -1.2416
C -13.1767 4.4087 -2.4049
H -15.8036 7.5374 4.8197
H -15.8802 5.7653 4.5220
H -16.5563 6.8781 3.3054
H -14.2470 8.7000 3.5555
H -15.1621 8.2935 2.1624
H -12.2431 7.4485 2.3429
H -12.7516 9.0509 1.6842
H -13.8830 6.6988 0.6366
H -11.5381 6.5111 0.3843
H -11.6203 8.1299 -0.3196
H -11.5955 6.3701 -2.1389
H -13.2245 7.0038 -2.0889
H -12.2744 4.3157 -3.0093
H -13.8971 4.8346 -3.1032
H -13.3819 3.3867 -2.0862
C -15.2659 -0.9762 3.6921
O -15.4375 -1.8091 2.5383
C -14.1782 -2.0241 1.9176
C -14.4527 -2.7443 0.5910
N -14.9686 -4.0606 0.8079
C -15.2996 -4.6998 -0.4525
C -16.2293 -5.9597 -0.3352
O -15.5282 -7.2580 -0.2848
C -14.4172 -7.3084 0.6336
H -16.2204 -0.5365 3.9813
H -14.6560 -0.0804 3.5752
H -14.7259 -1.4390 4.5180
H -13.6289 -2.7099 2.5626
H -13.5968 -1.1102 1.7960
H -13.5357 -2.8373 0.0091
H -15.1796 -2.1967 -0.0088
H -15.8227 -3.8911 1.3198
H -14.4009 -5.0040 -0.9891
H -15.7842 -4.0332 -1.1659
H -17.0195 -6.0422 -1.0815
H -16.8246 -5.8910 0.5753
H -13.6366 -6.6611 0.2338
H -14.0373 -8.3300 0.6448
H -14.6850 -6.9951 1.6427
C -14.4668 -4.3941 -12.0098
O -13.5794 -5.5062 -11.9635
C -12.2549 -5.0912 -11.8317
C -11.4099 -6.3594 -11.8844
N -11.9070 -7.4402 -10.9997
C -11.7081 -7.1274 -9.5771
C -12.3620 -8.1185 -8.6192
O -13.7233 -8.2668 -8.8146
C -14.3961 -7.1438 -8.2284
H -15.4574 -4.8433 -11.9389
H -14.3683 -3.6879 -12.8342
H -14.4173 -3.7414 -11.1382
H -11.9967 -4.6219 -10.8824
H -11.8439 -4.4793 -12.6347
H -10.3415 -6.1837 -11.7591
H -11.4593 -6.7180 -12.9125
H -12.8646 -7.2751 -11.2752
H -12.1070 -6.1304 -9.3904
H -10.6454 -7.0023 -9.3695
H -12.0147 -7.9685 -7.5969
H -11.9396 -9.0997 -8.8358
H -14.1220 -6.8985 -7.2023
H -15.4478 -7.4252 -8.1757
H -14.3437 -6.2427 -8.8394
*
```

Results of the Löwdin charge analysis, in e, for atoms 1 through 5: 0.971 -0.223 -0.017 -0.039 -0.037